Entry 1:
Below is a cluster of 5 separate species, C8H14Cl12 in total, with properties calculated with ωB97M-V with the def2-TZVPD basis set.

XYZ file:
```
34
Properties=species:S:1:pos:R:3
Cl 0.100 -1.745 0.118
C 0.436 -0.063 -0.251
Cl 1.671 0.576 0.827
Cl -1.041 0.897 -0.173
H 0.818 -0.032 -1.264
Cl 0.476 -5.045 -2.109
C 0.292 -5.251 -0.379
Cl 0.781 -6.875 0.118
Cl -1.369 -4.910 0.129
H 0.944 -4.552 0.128
Cl 4.233 4.846 4.962
C 2.983 3.875 4.153
C 3.555 2.708 3.401
Cl 4.647 3.199 2.076
H 2.406 4.521 3.498
H 2.341 3.484 4.941
H 2.736 2.155 2.946
H 4.117 2.061 4.068
Cl -3.943 3.470 0.510
C -4.597 1.817 0.361
C -4.292 0.967 1.556
Cl -4.987 1.612 3.050
H -4.139 1.390 -0.529
H -5.670 1.901 0.203
H -3.219 0.874 1.707
H -4.712 -0.025 1.401
Cl -0.721 -0.277 -3.419
C 0.273 -0.922 -4.757
C 1.099 -2.126 -4.366
Cl 2.019 -1.882 -2.867
H 0.879 -0.100 -5.124
H -0.437 -1.214 -5.528
H 1.836 -2.318 -5.145
H 0.486 -3.015 -4.242
```

Output
Total energy ... -158792.75729 eV
Orbital gap ... 11.08 eV
Charge ... 0
LUMO level ... 0.34 eV
ΔE to the lowest compared entry with this formula, charge and spin ... 1.0 kcal/mol
HOMO energy ... -10.7 eV
SMILES ... ClC(Cl)Cl.ClC(Cl)Cl.ClCCCl.ClCCCl.ClCCCl

=====

Entry 2:
Below is the molecule C3H7NO2, with properties calculated with ωB97M-V with the def2-TZVPD basis set.

XYZ file:
```
13
Properties=species:S:1:pos:R:3
C -1.602 0.082 -0.346
C -0.267 -0.378 0.171
O -0.007 -1.747 0.106
C 0.805 0.445 0.069
N 1.978 0.160 -0.559
O 0.700 1.701 0.587
H -1.655 1.173 -0.418
H -2.484 -0.282 0.190
H -1.674 -0.286 -1.388
H -0.658 -2.140 -0.484
H 2.021 -0.761 -0.967
H 2.843 0.577 -0.259
H 0.013 1.527 1.251
```

Output
Total energy ... -8808.30644 eV
Orbital gap ... 7.93 eV
Charge ... 0
LUMO level ... 0.81 eV
ΔE to the lowest compared entry with this formula, charge and spin ... 51.3 kcal/mol
HOMO energy ... -7.1 eV
SMILES ... C/C(O)=C(/N)O

=====

Entry 3:
Below is the molecule C13H12F2N2O3, with properties calculated with ωB97M-V with the def2-TZVPD basis set.

XYZ file:
```
32
Properties=species:S:1:pos:R:3
C 2.076 1.093 -1.485
C 0.928 0.213 -1.168
C 0.194 -0.584 -1.979
C 0.301 -0.791 -3.450
C -0.521 0.262 -4.215
O -0.420 0.108 -5.607
C -0.835 -1.246 -1.180
O -1.704 -2.031 -1.486
N -0.617 -0.777 0.100
N 0.444 0.105 0.136
C 0.887 0.725 1.270
O 1.814 1.498 1.300
C 0.105 0.354 2.506
C 0.497 -0.702 3.321
F 1.526 -1.468 2.925
C -0.151 -0.998 4.506
C -1.222 -0.213 4.900
C -1.644 0.847 4.116
C -0.975 1.118 2.936
F -1.390 2.133 2.162
H 2.311 1.024 -2.542
H 2.947 0.810 -0.896
H 1.842 2.126 -1.233
H -0.096 -1.783 -3.682
H 1.340 -0.739 -3.779
H -1.568 0.209 -3.888
H -0.139 1.263 -4.000
H -0.777 -0.753 -5.850
H -1.132 -1.015 0.932
H 0.190 -1.828 5.102
H -1.733 -0.430 5.824
H -2.478 1.467 4.404
```

Output
Total energy ... -28232.90491 eV
Orbital gap ... 9.35 eV
Charge ... 0
LUMO level ... 0.57 eV
ΔE to the lowest compared entry with this formula, charge and spin ... 1.7 kcal/mol
HOMO energy ... -8.8 eV
SMILES ... Cc1c(CCO)c(=O)[nH]n1C(=O)c1c(F)cccc1F